No. 1
Formula: C3H9NO4
Source: the Open Molecules 2025 dataset
Level of theory: the ωB97M-V functional and the def2-TZVPD basis

```
17
Properties=species:S:1:pos:R:3:forces:R:3
O -0.743581 1.032036 1.064641 0.631 -1.686 1.088
H -0.559725 2.998903 0.627889 0.044 -0.056 0.087
H -1.144176 -1.439169 -2.090988 0.064 0.018 0.018
O 1.039185 0.374217 -1.219024 -0.534 -0.130 0.249
H -1.915564 -0.811116 -0.622386 0.000 -0.028 -0.040
O 1.850751 -1.238302 0.598951 -0.058 -0.141 -0.131
C 0.160901 -0.361537 -0.806019 0.748 -1.260 -0.339
H -0.232897 0.233153 1.460266 -1.164 2.161 -0.919
C -1.189877 -0.593661 -1.401415 -0.092 0.295 0.191
H 0.956534 2.085589 0.513641 -0.005 0.076 0.017
H 2.222099 -0.569018 -0.017191 -0.178 -0.174 -0.029
H -1.488353 0.299365 -1.941964 0.020 0.002 -0.049
N 0.480845 -1.205665 0.295782 0.217 0.590 0.089
O -0.100600 -2.435557 0.458579 0.009 -0.044 -0.214
H 0.338892 -3.080265 -0.125034 0.113 0.250 -0.097
H 0.290758 2.502317 2.113913 -0.035 0.059 -0.075
C 0.034809 2.208710 1.090358 0.220 0.068 0.154
```
Forces are in eV/Å.

Output
SMILES: CC(=O)N(O)O.CO
ΔE to the lowest compared entry with this formula, charge and spin, eV: 3.8860
Kohn-Sham gap, Ha: 0.3651
Net charge: 0
2S+1: 1

Atom charges from the natural (NBO) analysis, given in e for atoms 1 to 2: number 1, O, carries -0.7487; number 2, H, carries 0.1809



No. 2
Formula: C3H9NOS
Source: the Open Molecules 2025 dataset
Level of theory: the ωB97M-V functional and the def2-TZVPD basis

```
15
Properties=species:S:1:pos:R:3:forces:R:3
H -0.639019 -0.086606 -1.480061 -0.463 0.761 -1.072
H 1.431334 -1.688108 0.442253 0.677 -0.422 -0.514
N 2.889567 -0.151694 0.264564 -0.445 0.097 -0.058
S -2.386096 -0.027606 0.147292 0.256 -0.655 0.452
H 0.320540 0.052443 1.308560 -0.601 0.087 0.112
C 0.354003 0.030312 0.221403 2.523 1.630 -0.566
C 1.636060 -0.775574 -0.124939 -0.514 1.080 0.564
H -2.271716 -0.388113 1.494328 0.247 0.129 -1.386
O 0.577441 1.389856 -0.313916 0.196 -0.638 0.221
H 0.212981 2.139323 0.174029 -0.216 -0.703 0.277
H 2.951421 0.773108 -0.212033 -0.147 -0.899 0.936
H -0.606809 -1.579760 -0.815023 -0.297 -1.601 0.532
H 1.680495 -0.886153 -1.189241 -0.221 -0.664 -0.679
H 2.783822 -0.055390 1.268665 0.686 0.685 0.034
C -0.745399 -0.570745 -0.544592 -1.681 1.116 1.148
```
Forces are in eV/Å.

Output
SMILES: NC[C@@H](O)CS
ΔE to the lowest compared entry with this formula, charge and spin, eV: 1.3735
Kohn-Sham gap, Ha: 0.3589
Net charge: 0
2S+1: 1

Atom charges from the natural (NBO) analysis, given in e for atoms 1 to 2: number 1, H, carries 0.2473; number 2, H, carries 0.1858



No. 3
Formula: C3H9NOS
Source: the Open Molecules 2025 dataset
Level of theory: the ωB97M-V functional and the def2-TZVPD basis

```
15
Properties=species:S:1:pos:R:3:forces:R:3
H -0.039297 -1.899038 0.519646 0.190 0.037 -0.116
S 2.045014 -0.662711 0.362746 0.463 -0.235 -0.342
C 2.287239 -1.552284 -1.205073 0.459 0.260 0.283
N -1.717913 1.599821 1.005385 -0.288 -1.044 -0.261
O -2.517500 0.900712 -1.041006 0.086 -0.666 0.341
C -2.637245 1.508079 -0.008098 -0.232 1.753 -0.326
H -1.995366 2.126492 1.812667 -0.144 -0.059 0.200
H 3.356023 -1.552528 -1.425914 -0.012 -0.043 0.190
H -0.018038 -0.422782 1.441235 0.173 -0.014 0.025
H 1.817706 -1.025834 -2.030504 -0.338 -0.117 -0.008
H -1.288568 0.699810 1.181002 0.379 0.535 0.131
H -0.227013 -0.349999 -0.331161 -0.140 0.084 -0.085
H -3.470459 2.223825 0.143449 -0.098 -0.166 -0.074
C 0.279229 -0.852717 0.485302 -0.366 -0.396 0.204
H 1.957698 -2.584984 -1.102725 -0.132 0.072 -0.160
```
Forces are in eV/Å.

Output
SMILES: NC=O.CSC
ΔE to the lowest compared entry with this formula, charge and spin, eV: 0.6164
Kohn-Sham gap, Ha: 0.3439
Net charge: 0
2S+1: 1

Atom charges from the natural (NBO) analysis, given in e for atoms 1 to 2: number 1, H, carries 0.2161; number 2, S, carries 0.1964